C13H20EuF3N2O5PS | ωB97M-V with the def2-TZVPD basis set

Last column: Mulliken charge in e.
Geometry (Å):
Eu  -0.827  0.387  1.017  0.896
S  2.262  0.630  2.008  1.163
P  -0.318  -2.507  0.495  0.994
F  3.234  -0.284  4.379  -0.183
F  1.838  -1.622  3.327  -0.195
F  3.861  -1.406  2.575  -0.197
O  3.382  1.515  1.832  -0.527
O  -0.673  -0.968  4.851  -0.095
O  1.791  -0.164  0.840  -0.555
O  -2.740  -0.443  0.295  -0.740
O  1.101  1.228  2.705  -0.686
N  -0.478  2.746  0.013  0.356
N  -0.324  0.357  -1.436  0.621
C  -0.582  1.470  -2.122  0.791
C  -1.435  -3.978  0.593  -1.211
C  1.315  -3.333  0.369  -1.300
C  -0.023  -0.881  -3.414  -0.873
C  -0.816  -2.026  -1.267  -1.395
C  -0.116  0.299  -4.167  -0.532
C  0.920  3.198  -0.130  -1.182
C  2.854  -0.719  3.162  0.506
C  -1.224  3.635  0.896  -1.163
C  -0.799  -0.793  3.734  0.181
C  -0.413  1.504  -3.519  -0.786
C  -1.130  2.645  -1.326  -0.917
C  -0.339  -0.841  -2.040  0.701
H  0.154  -1.848  -3.884  0.523
H  1.368  3.274  0.866  0.452
H  1.484  2.481  -0.733  0.372
H  -2.365  -3.794  0.023  0.384
H  2.037  -2.653  -0.126  0.316
H  -0.610  2.436  -4.059  0.478
H  1.666  -3.494  1.411  0.398
H  -0.961  -2.890  -1.922  0.746
H  0.927  4.181  -0.629  0.338
H  -3.447  -0.354  -0.418  0.253
H  1.222  -4.312  -0.147  0.493
H  -0.926  3.547  -1.939  0.490
H  -2.234  2.563  -1.178  0.312
H  -2.271  3.332  0.961  0.468
H  -0.808  3.600  1.895  0.347
H  -1.697  -4.074  1.661  0.401
H  0.091  0.293  -5.254  0.459
H  -1.198  4.674  0.559  0.393
H  -1.823  -1.711  -1.000  0.294
H  -0.930  -4.896  0.242  0.411

The spin multiplicity is 8. Its charge is +2. Its highest occupied orbital energy (spin up / spin down) is -16.31 / -16.15 eV. As for the frontier orbital gap (spin up / spin down): 0.274 / 0.164 hartree. As for the LUMO energy (spin up / spin down): -8.855 / -11.688 eV. Its expectation value of S² is 15.785.

C13H20MnN4 | ωB97M-V with the def2-TZVPD basis set

Last column: Mulliken charge in e.
Geometry (Å):
Mn  0.449  -0.153  -0.527  0.558
N  0.482  1.552  -1.727  -0.065
N  2.335  0.586  0.006  0.002
N  -0.810  -0.087  0.991  -0.473
N  1.492  -0.794  -2.149  -0.221
C  3.247  -0.478  -0.489  -0.628
C  -1.643  -0.348  1.761  0.137
C  -3.571  -1.145  4.858  -0.356
C  0.988  -0.169  -3.401  -0.612
C  -2.659  -0.761  2.637  0.784
C  2.576  1.974  -0.495  -0.670
C  2.966  -0.744  -1.968  -0.569
C  -4.786  -1.627  4.373  -0.443
C  -3.879  -1.274  2.137  -0.126
C  -2.574  -0.634  4.043  -0.153
C  0.029  0.975  -3.005  -0.445
C  1.808  2.228  -1.796  -0.543
C  -4.858  -1.760  2.985  -0.379
H  2.353  1.875  -2.669  0.216
H  0.446  -0.886  -4.026  0.419
H  -0.207  2.261  -1.423  0.360
H  3.649  2.149  -0.652  0.352
H  3.402  0.037  -2.593  0.267
H  3.448  -1.684  -2.266  0.492
H  -5.574  -1.986  5.028  0.449
H  1.690  3.313  -1.926  0.517
H  -0.010  1.728  -3.808  0.421
H  -1.008  0.618  -2.881  0.326
H  -3.391  -1.259  5.937  0.448
H  -5.705  -2.331  2.585  0.446
H  2.502  0.632  1.024  0.374
H  -1.756  -0.075  4.493  0.471
H  4.304  -0.202  -0.353  0.429
H  3.084  -1.386  0.116  0.363
H  -4.097  -1.224  1.073  0.439
H  1.813  0.197  -4.017  0.370
H  2.244  2.675  0.277  0.489
H  1.221  -1.795  -2.154  0.551

The spin multiplicity is 4. Its charge is +4. Its highest occupied orbital energy (spin up / spin down) is -23.53 / -23.55 eV. As for the frontier orbital gap (spin up / spin down): 0.264 / 0.245 hartree. As for the LUMO energy (spin up / spin down): -16.351 / -16.877 eV. Its expectation value of S² is 3.918.

C13H20N2OS | ωB97M-V with the def2-TZVPD basis set

Last column: Mulliken charge in e.
Geometry (Å):
S  -1.973  2.218  1.091  -0.351
O  -3.290  -2.037  -0.558  -0.483
N  -1.436  -0.286  1.408  -0.107
N  0.032  0.871  -0.027  0.555
C  -4.091  -0.919  -0.248  -0.574
C  3.186  -1.810  0.679  -0.423
C  -1.054  0.868  0.789  0.195
C  2.587  -1.764  -0.568  -0.869
C  2.728  -0.986  1.693  -0.848
C  0.386  2.118  -0.714  0.088
C  -1.907  -1.808  -0.528  -0.306
C  -1.314  -1.633  0.886  -0.681
C  0.951  1.857  -2.105  -1.608
C  1.686  -0.109  1.459  0.332
C  1.087  -0.053  0.203  -1.082
C  1.353  2.948  0.128  -1.285
C  1.537  -0.894  -0.809  0.003
H  1.554  3.893  -0.368  0.469
H  -1.464  -2.695  -0.988  0.350
H  0.277  1.232  -2.686  0.332
H  4.004  -2.490  0.861  0.431
H  -1.652  -0.926  -1.136  0.332
H  -3.740  -0.020  -0.765  0.241
H  1.056  -0.884  -1.774  0.451
H  1.927  1.380  -2.051  0.376
H  -5.098  -1.161  -0.587  0.270
H  -1.842  -2.297  1.572  0.501
H  -0.554  2.671  -0.813  0.535
H  2.933  -2.412  -1.359  0.426
H  -2.266  -0.121  1.963  0.385
H  1.325  0.538  2.245  0.465
H  2.293  2.418  0.269  0.282
H  0.913  3.158  1.100  0.310
H  1.062  2.807  -2.621  0.457
H  -4.120  -0.720  0.828  0.207
H  3.188  -1.020  2.670  0.424
H  -0.263  -1.930  0.863  0.201

The calculation puts the energy above the lowest of the compared OMol25 structures with the same formula, charge and spin at 140.0 kJ/mol. Its charge is 0. Its highest occupied orbital energy is -8.06 eV. As for the frontier orbital gap: 0.322 hartree. As for the LUMO energy: 0.702 eV.

For reference, E by record: -74612.089, -51038.318, -29668.334 eV.